C36H50AuN5PSe as an isolated structure at a distorted geometry. Source: the OMol25 dataset; level of theory: ωB97M-V/def2-TZVPD.

XYZ file:
```
94
Properties=species:S:1:pos:R:3:lowdin_charge:R:1
Au -1.0264 0.9745 -0.0304 0.6789
C 6.3080 0.6808 0.9044 -0.0354
C 5.8023 -0.0863 -0.3264 -0.5584
C 6.1375 -1.5682 -0.1569 -0.0617
C 6.5138 0.4344 -1.5830 -0.0411
C 4.3024 0.1513 -0.4554 -0.1435
C 3.8118 1.4206 -0.7617 0.0089
C 2.4478 1.6289 -0.8285 -0.1033
N 1.5589 0.6604 -0.6327 0.0563
C 2.0023 -0.5551 -0.3595 -0.2141
C 3.3594 -0.8481 -0.2474 0.0518
C 0.9508 -1.5991 -0.1708 -0.1764
C 1.2797 -2.9441 -0.3132 0.0563
C 0.3391 -3.9456 -0.1294 -0.1377
C -0.9458 -3.5215 0.2051 0.0062
C -1.2086 -2.1759 0.3181 -0.1141
N -0.2993 -1.2110 0.1315 0.0186
C 0.6539 -5.4246 -0.2995 -0.5560
C 0.1816 -6.1925 0.9434 -0.0392
C 2.1499 -5.6748 -0.4896 -0.0575
C -0.0988 -5.9362 -1.5371 -0.0325
H 7.3897 0.5682 0.9938 0.0916
H 5.8487 0.2993 1.8184 0.0920
H 6.0837 1.7458 0.8309 0.0831
H 7.2197 -1.6881 -0.0996 0.0910
H 5.7827 -2.1617 -1.0022 0.0923
H 5.7167 -1.9799 0.7625 0.0855
H 7.5802 0.2142 -1.5180 0.0904
H 6.4073 1.5131 -1.6968 0.0782
H 6.1226 -0.0432 -2.4830 0.0953
H 4.4820 2.2514 -0.9359 0.1160
H 2.0456 2.6107 -1.0503 0.0944
H 3.6782 -1.8436 0.0190 0.0991
H 2.2889 -3.2001 -0.5922 0.1014
H -1.7482 -4.2269 0.3723 0.1146
H -2.1980 -1.8407 0.5862 0.0741
H 0.6388 -5.7938 1.8506 0.0960
H 0.4650 -7.2417 0.8538 0.0918
H -0.9015 -6.1537 1.0624 0.0775
H 2.7318 -5.3096 0.3593 0.0939
H 2.5294 -5.2097 -1.4011 0.0881
H 2.3267 -6.7471 -0.5751 0.0923
H -1.1743 -5.7757 -1.4460 0.0818
H 0.0734 -7.0067 -1.6581 0.0932
H 0.2448 -5.4310 -2.4414 0.0942
C -2.8205 3.9085 0.4568 -0.2587
P -1.1984 3.2285 0.0089 0.8280
C -0.8387 4.0138 -1.5834 -0.3664
C 0.3413 4.7045 -1.8417 -0.1053
C 0.5631 5.2557 -3.0963 -0.0720
C -0.3895 5.1200 -4.0946 -0.0725
C -1.5635 4.4213 -3.8441 -0.0667
C -1.7864 3.8622 -2.5965 -0.0911
C -0.0983 3.9932 1.2300 -0.3812
C 0.6736 3.1987 2.0720 -0.1121
C 1.4831 3.7809 3.0388 -0.0742
C 1.5275 5.1603 3.1642 -0.0709
C 0.7619 5.9613 2.3248 -0.0665
C -0.0489 5.3819 1.3640 -0.0946
H -2.8372 4.9868 0.2954 0.0571
H -3.0073 3.6931 1.5091 0.0473
H -3.5992 3.4305 -0.1361 -0.0646
H 1.0815 4.8332 -1.0616 0.0967
H 1.4810 5.7951 -3.2907 0.1080
H -0.2188 5.5595 -5.0685 0.1082
H -2.3069 4.3103 -4.6223 0.1101
H -2.6981 3.3019 -2.4128 0.0794
H 0.6389 2.1203 1.9673 0.0688
H 2.0803 3.1559 3.6898 0.1068
H 2.1568 5.6159 3.9175 0.1089
H 0.7989 7.0385 2.4200 0.1102
H -0.6448 6.0135 0.7157 0.1123
Se -4.9112 1.2062 -0.9380 0.4825
C -5.0505 -2.2640 -1.3208 -0.0397
N -5.0663 -1.9500 0.1063 -0.1212
C -5.6669 -2.9558 0.9757 -0.0257
C -4.4169 -0.8847 0.5705 -0.5744
N -3.5680 -0.1297 -0.1984 -0.3289
N -4.5418 -0.5493 1.8783 -0.1527
C -5.8924 -0.3181 2.4073 -0.0454
C -3.5538 0.3725 2.4309 -0.0634
H -5.7388 -3.0855 -1.4975 0.0970
H -4.0548 -2.5718 -1.6516 0.0945
H -5.3810 -1.3981 -1.8952 0.0452
H -5.2982 -3.9385 0.6803 0.0964
H -6.7538 -2.9515 0.8852 0.1032
H -5.3902 -2.7767 2.0091 0.0874
H -3.4810 -0.5340 -1.1271 -0.0110
H -6.6424 -0.7395 1.7461 0.0843
H -6.0683 0.7576 2.4635 0.0956
H -5.9958 -0.7544 3.4013 0.0975
H -2.5449 0.0155 2.2357 0.0574
H -3.7049 0.4103 3.5085 0.0983
H -3.6637 1.3770 2.0140 0.0643
```

For the molar mass, the calculation gives 859.732 g/mol. Its HOMO energy is -9.505 eV. Its frontier orbital gap is 7.0 eV. The total energy is -4553.88461 Ha. Its charge is +1.